No. 1
Density functional theory data (ωB97M-V/def2-TZVPD) for a molecular structure, C24H24BMoN5O2S5.

Last column: natural (NBO) charge in e.
Element x y z (Å)
Mo 1.500 -0.419 0.197  1.317
B 3.641 -1.986 -1.901  0.142
N 4.281 -1.372 -0.619  -0.240
C 5.543 -1.341 -0.230  0.097
C 5.651 -0.608 0.960  -0.297
C 4.373 -0.218 1.248  0.017
N 3.527 -0.682 0.276  -0.406
N 2.399 -2.819 -1.425  -0.249
C 2.104 -4.037 -1.849  0.081
C 0.841 -4.407 -1.385  -0.285
C 0.421 -3.334 -0.648  -0.018
N 1.360 -2.347 -0.660  -0.390
H 4.419 -2.740 -2.398  0.005
H 3.270 -1.105 -2.626  -0.019
H 6.300 -1.842 -0.812  0.261
H 6.545 -0.402 1.523  0.272
H 3.993 0.364 2.071  0.240
H 2.808 -4.575 -2.463  0.262
H 0.319 -5.331 -1.562  0.269
H -0.520 -3.232 -0.133  0.219
C -0.476 4.810 -2.130  -0.730
S 0.612 3.627 -2.967  0.339
C -0.378 2.186 -3.012  -0.332
C 0.021 0.985 -2.532  -0.493
S 1.513 0.793 -1.667  0.405
S -0.950 -0.405 -2.948  0.429
C -2.292 0.498 -3.630  -0.580
S -3.682 -0.184 -4.078  0.119
S -1.894 2.188 -3.853  0.534
H 0.045 5.763 -2.188  0.260
H -0.618 4.532 -1.091  0.219
H -1.430 4.901 -2.643  0.238
C -4.481 -1.575 -0.588  -0.256
O -3.156 -1.112 -0.282  -0.523
C -2.984 0.213 -0.065  0.292
C -3.984 1.174 -0.084  -0.270
C -3.660 2.497 0.186  -0.150
C -2.353 2.877 0.456  -0.223
C -1.342 1.927 0.446  -0.231
C -1.667 0.608 0.200  0.106
N -0.708 -0.485 0.186  -0.593
C -0.201 -1.094 1.349  -0.063
C -0.226 -0.379 2.645  -0.166
C -1.046 -0.650 3.727  -0.143
C -0.938 0.158 4.855  -0.176
C -0.026 1.207 4.900  -0.146
C 0.809 1.487 3.823  -0.246
C 0.683 0.666 2.727  0.330
O 1.420 0.803 1.563  -0.529
H -4.849 -1.096 -1.495  0.203
H -5.151 -1.383 0.250  0.197
H -4.391 -2.644 -0.751  0.217
H -5.008 0.901 -0.293  0.249
H -4.446 3.240 0.186  0.243
H -2.124 3.911 0.672  0.235
H -0.315 2.217 0.624  0.228
H -1.047 -1.171 -0.493  0.482
H -0.293 -2.170 1.390  0.253
H -1.761 -1.462 3.695  0.241
H -1.572 -0.034 5.710  0.250
H 0.042 1.817 5.791  0.250
H 1.529 2.293 3.847  0.255

Output
**Total charge**: +2
**E_HOMO**: -13.4 eV
**LUMO**: -8.6 eV

No. 2
Density functional theory data (ωB97M-V/def2-TZVPD) for a molecular structure, C18H44As3O3PRe.

Last column: natural (NBO) charge in e.
Element x y z (Å)
Re -0.396 -0.330 0.134  0.236
C 3.174 -0.662 1.201  -0.957
As 1.997 -0.605 -0.321  1.261
C 2.801 0.813 -1.353  -0.942
C 2.371 -2.322 -1.165  -0.718
C 1.741 -2.725 -2.515  -0.061
C 2.388 -4.072 -2.866  -0.609
C 0.229 -2.961 -2.391  -0.710
As -0.966 -1.456 -2.042  1.077
C -1.124 -0.362 -3.622  -0.923
C -2.674 -2.358 -2.004  -0.939
C 2.066 -1.669 -3.578  -0.745
As 1.722 -1.803 -5.550  0.901
C 0.387 -3.224 -5.807  -0.964
C 3.283 -2.867 -6.052  -0.948
H 4.202 -0.722 0.843  0.255
H 2.943 -1.525 1.819  0.255
H 3.047 0.249 1.784  0.252
H 3.780 0.470 -1.684  0.258
H 2.926 1.674 -0.697  0.257
H 2.198 1.091 -2.212  0.249
H 2.127 -3.062 -0.396  0.239
H 3.460 -2.333 -1.268  0.251
H 2.220 -4.806 -2.075  0.217
H 3.465 -3.959 -2.997  0.227
H 1.980 -4.477 -3.789  0.226
H 0.025 -3.669 -1.580  0.235
H -0.146 -3.422 -3.305  0.259
H -1.232 -0.994 -4.501  0.252
H -0.266 0.292 -3.738  0.251
H -2.021 0.245 -3.500  0.258
H -2.832 -2.864 -2.955  0.257
H -3.470 -1.632 -1.849  0.253
H -2.695 -3.089 -1.196  0.241
H 3.144 -1.476 -3.557  0.234
H 1.593 -0.727 -3.293  0.194
H -0.614 -2.907 -5.515  0.211
H 0.628 -4.171 -5.329  0.215
H 0.366 -3.390 -6.885  0.258
H 4.190 -2.313 -5.812  0.236
H 3.253 -3.010 -7.131  0.250
H 3.310 -3.841 -5.568  0.219
C -3.548 0.265 2.914  -0.641
C -2.220 0.837 3.336  -0.061
O -1.246 -0.236 3.568  -0.818
P -0.340 -0.823 2.437  1.929
O -1.090 -2.018 1.604  -0.861
C -1.176 -3.451 1.959  -0.047
C -2.111 -3.649 3.122  -0.645
O 0.786 -1.574 3.219  -0.844
C 1.077 -1.476 4.667  -0.052
C 1.850 -0.223 4.975  -0.645
H -4.271 1.074 2.808  0.251
H -3.926 -0.433 3.660  0.238
H -3.479 -0.257 1.956  0.194
H -2.277 1.359 4.286  0.226
H -1.800 1.520 2.594  0.186
H -0.162 -3.787 2.171  0.204
H -1.534 -3.936 1.053  0.201
H -1.742 -3.154 4.021  0.220
H -2.188 -4.715 3.334  0.254
H -3.108 -3.273 2.895  0.229
H 1.648 -2.377 4.871  0.216
H 0.129 -1.523 5.199  0.205
H 2.794 -0.196 4.431  0.221
H 2.077 -0.202 6.041  0.254
H 1.273 0.672 4.741  0.216
C -0.404 1.412 -0.498  -0.550
H 0.317 2.103 -0.930  0.231
H -1.398 1.876 -0.353  0.220

Output
**2S+1**: 2
**Total charge**: +2
**E_HOMO (spin up / spin down)**: -13.3 / -13.3 eV
**LUMO (spin up / spin down)**: -6.6 / -7.1 eV

No. 3
Density functional theory data (ωB97M-V/def2-TZVPD) for a single C14H21FN2O3S molecule in a non-equilibrium geometry.

Last column: natural (NBO) charge in e.
Element x y z (Å)
C -5.260 0.951 -2.501  -0.630
C -3.828 0.539 -2.619  -0.088
C -2.878 0.856 -1.657  -0.178
C -1.563 0.458 -1.803  -0.320
C -1.148 -0.262 -2.904  -0.172
C -2.074 -0.594 -3.880  -0.298
C -3.386 -0.188 -3.722  0.471
F -4.279 -0.516 -4.679  -0.333
H -1.795 -1.158 -4.756  0.232
H -0.119 -0.570 -2.991  0.228
S -0.397 0.963 -0.536  2.309
O 0.195 2.205 -0.956  -0.944
O -1.083 0.934 0.726  -0.957
N 0.727 -0.267 -0.554  -0.904
C 2.015 0.041 -1.145  -0.229
C 2.966 0.736 -0.168  -0.426
H 2.498 1.665 0.157  0.222
H 3.891 0.986 -0.690  0.218
C 3.308 -0.151 1.031  -0.214
N 2.138 -0.464 1.842  -0.473
C 2.304 -1.676 2.629  -0.244
C 0.990 -1.980 3.350  -0.072
O 0.627 -0.928 4.207  -0.522
C 0.478 0.271 3.476  -0.089
C 1.758 0.633 2.722  -0.257
H 1.567 1.525 2.125  0.216
H 2.566 0.849 3.445  0.173
H 0.238 1.045 4.206  0.196
H -0.346 0.183 2.754  0.199
H 1.091 -2.868 3.977  0.195
H 0.199 -2.145 2.601  0.164
H 2.555 -2.505 1.962  0.202
H 3.108 -1.566 3.377  0.174
H 3.715 -1.096 0.657  0.194
H 4.092 0.336 1.636  0.180
H 1.833 0.698 -1.998  0.222
H 2.454 -0.898 -1.499  0.194
H 0.867 -0.613 0.399  0.446
H -3.152 1.409 -0.772  0.239
H -5.914 0.090 -2.630  0.228
H -5.508 1.668 -3.284  0.228
H -5.451 1.405 -1.534  0.221

Output
**Total charge**: 0
**E_HOMO**: -9.0 eV
**LUMO**: 0.8 eV

No. 4
Density functional theory data (ωB97M-V/def2-TZVPD) for a molecular structure, C39H50As2BrIrNSi2Te.

Last column: Löwdin spin population.
Element x y z (Å)
Ir 0.099 -0.637 0.105  0.020
C -0.501 -3.855 1.450  0.000
C -0.240 -2.923 2.627  0.002
As 1.074 -1.592 2.099  0.008
C 2.764 -2.445 1.929  0.002
C 3.895 -1.707 1.573  0.001
C 5.132 -2.327 1.542  0.000
C 5.245 -3.675 1.867  0.001
C 4.122 -4.405 2.232  0.000
C 2.876 -3.795 2.266  0.001
C 1.106 -0.139 3.325  0.000
C -0.103 0.429 3.744  0.000
C -0.086 1.462 4.666  0.000
C 1.129 1.933 5.157  0.000
C 2.328 1.368 4.737  0.000
C 2.325 0.329 3.818  0.000
As -0.967 -2.791 -0.104  0.001
C -2.557 -1.792 0.196  0.001
C -2.208 -0.562 0.772  0.015
C -3.171 0.418 0.986  0.009
C -4.482 0.155 0.605  0.000
C -4.819 -1.057 0.009  0.004
C -3.854 -2.033 -0.226  0.002
C -0.955 -3.770 -1.707  0.000
C -0.359 -5.035 -1.738  0.000
C -0.396 -5.763 -2.915  0.000
C -1.012 -5.228 -4.043  0.000
C -1.595 -3.965 -4.006  0.000
C -1.569 -3.223 -2.839  0.000
H -1.324 -4.548 1.637  0.000
H 0.383 -4.437 1.186  0.000
H 0.135 -3.460 3.499  0.000
H -1.142 -2.394 2.937  0.000
H 3.825 -0.650 1.349  0.000
H 6.015 -1.758 1.283  0.000
H 6.215 -4.154 1.852  0.000
H 4.215 -5.447 2.508  0.000
H 2.022 -4.380 2.581  0.000
H -1.060 0.040 3.409  0.000
H -1.016 1.879 5.028  0.000
H 1.138 2.727 5.892  0.000
H 3.265 1.719 5.147  0.000
H 3.259 -0.134 3.531  0.000
H -1.260 -0.421 1.400  0.000
H -2.919 1.348 1.480  0.000
H -5.252 0.893 0.789  0.000
H -5.848 -1.250 -0.267  0.000
H -4.121 -2.965 -0.707  0.000
H 0.106 -5.465 -0.859  0.000
H 0.042 -6.751 -2.952  0.000
H -1.045 -5.806 -4.958  0.000
H -2.079 -3.568 -4.889  0.000
H -2.037 -2.245 -2.805  0.000
C 1.962 3.713 1.315  0.010
Si 0.508 4.812 0.880  0.030
C 0.790 5.758 -0.687  0.004
C -0.124 5.812 2.295  0.007
C -0.934 3.519 0.506  0.090
Te -0.346 2.167 -0.958  0.582
C -1.175 2.927 -2.714  0.095
Si -3.026 2.415 -3.112  0.032
C -3.313 3.154 -4.777  0.010
C -4.091 3.125 -1.766  0.002
C -3.017 0.546 -3.089  0.007
H 2.711 4.282 1.872  0.000
H 2.467 3.338 0.418  0.007
H 1.669 2.869 1.950  0.000
H 1.593 6.485 -0.539  0.000
H -0.095 6.325 -0.986  0.000
H 1.098 5.125 -1.525  0.003
H 0.628 6.558 2.569  0.002
H -0.321 5.203 3.179  0.000
H -1.036 6.354 2.037  0.000
H -1.842 4.015 0.156  0.006
H -1.124 2.944 1.414  0.006
H -0.514 2.593 -3.517  0.004
H -1.099 4.013 -2.607  0.006
H -3.235 4.242 -4.758  0.000
H -4.326 2.908 -5.108  0.003
H -2.619 2.770 -5.526  0.000
H -4.036 4.215 -1.742  0.000
H -3.846 2.741 -0.772  0.000
H -5.137 2.871 -1.961  0.000
H -2.382 0.148 -3.884  0.000
H -4.026 0.163 -3.253  0.000
H -2.669 0.153 -2.125  0.007
Br 5.836 -1.117 -3.265  0.001
C 4.245 -1.010 -2.333  0.001
C 3.339 -2.068 -2.336  0.000
C 2.165 -1.951 -1.629  0.002
N 1.845 -0.847 -0.923  0.001
C 2.736 0.171 -0.911  0.006
C 3.923 0.134 -1.599  0.002
H 3.543 -2.975 -2.887  0.000
H 1.448 -2.758 -1.638  0.000
H 2.489 1.032 -0.302  0.006
H 4.597 0.978 -1.560  0.000

Output
**2S+1**: 2
**Total charge**: +4
**E_HOMO (spin up / spin down)**: -19.1 / -19.2 eV
**LUMO (spin up / spin down)**: -12.4 / -13.5 eV

Among the records above, which one has the lowest total charge? C14H21FN2O3S